1.
This record from the Open Molecules 2025 dataset describes a structure of composition C56H60Cl4F3N10NiO2 in a non-equilibrium geometry. The level of theory is the ωB97M-V functional and the def2-TZVPD basis.

Each line ends with the Löwdin charge.
CARTESIAN COORDINATES (ANGSTROEM)
Ni (-23.5695, 7.9604, 23.9530)  0.78
C (-20.4473, 7.5965, 20.1130)  -0.31
O (-21.2299, 6.6162, 19.4624)  -0.07
O (-21.1316, 7.8187, 21.2881)  0.13
C (-18.8556, 7.3541, 20.2432)  -0.60
F (-18.4025, 6.8733, 19.0951)  0.15
F (-18.1693, 8.4724, 20.5542)  0.16
F (-18.4407, 6.4099, 20.9871)  0.21
C (-21.0931, 6.5349, 18.0547)  -0.27
C (-22.0651, 5.5054, 17.4946)  -0.06
H (-23.0662, 5.8517, 17.7518)  0.08
H (-21.8429, 5.3159, 16.4444)  0.09
H (-21.8756, 4.5421, 17.9681)  0.08
H (-20.1483, 6.0785, 17.7596)  0.11
H (-21.3437, 7.4767, 17.5665)  0.12
H (-20.5083, 8.4496, 19.4372)  0.18
N (-25.5850, 6.6024, 21.4287)  0.05
C (-26.3290, 5.4344, 21.5850)  -0.15
C (-27.1937, 4.8423, 20.6874)  -0.07
C (-27.3796, 5.5397, 19.5265)  -0.09
C (-26.7375, 6.7179, 19.2703)  -0.09
C (-25.8304, 7.2011, 20.1769)  -0.13
H (-26.2666, 4.9257, 22.5356)  0.10
H (-27.7007, 3.9086, 20.8813)  0.11
H (-28.2232, 5.3803, 18.8714)  0.12
H (-26.9603, 7.2469, 18.3555)  0.11
H (-25.2088, 8.0526, 19.9427)  0.09
N (-21.3979, 13.1628, 13.6163)  0.05
C (-20.8914, 11.8939, 13.7219)  -0.11
C (-21.4186, 11.0016, 14.6591)  -0.07
C (-22.4078, 11.4957, 15.4857)  -0.09
C (-22.8834, 12.8075, 15.3474)  -0.10
C (-22.3505, 13.6156, 14.4252)  -0.17
H (-19.9712, 11.8232, 13.1610)  0.10
H (-21.1107, 9.9675, 14.7080)  0.09
H (-22.9181, 11.0367, 16.3196)  0.09
H (-23.7972, 12.9883, 15.8940)  0.10
H (-22.8187, 14.5586, 14.1846)  0.11
N (-21.9233, 5.1633, 25.3190)  0.03
C (-20.9758, 4.2525, 24.6847)  -0.07
C (-20.2176, 3.4016, 25.4860)  -0.10
C (-20.3956, 3.2826, 26.8262)  -0.08
C (-21.3958, 4.0321, 27.3893)  -0.07
C (-22.1089, 4.9491, 26.6328)  -0.18
H (-20.8478, 4.3228, 23.6146)  0.09
H (-19.3953, 2.8354, 25.0742)  0.11
H (-19.7697, 2.6437, 27.4314)  0.12
H (-21.6893, 3.9854, 28.4276)  0.11
H (-22.7989, 5.5726, 27.1819)  0.10
N (-24.6106, 11.2132, 22.3298)  0.02
C (-23.7158, 12.0077, 21.6320)  -0.12
C (-24.1706, 12.9300, 20.6561)  -0.09
C (-25.4800, 13.3302, 20.5433)  -0.06
C (-26.3924, 12.6288, 21.3836)  -0.05
C (-25.9245, 11.5925, 22.2213)  -0.15
H (-22.6712, 11.7410, 21.6966)  0.09
H (-23.3371, 13.2819, 20.0663)  0.10
H (-25.8080, 14.0216, 19.7812)  0.11
H (-27.4297, 12.9252, 21.4354)  0.10
H (-26.5377, 11.0969, 22.9593)  0.09
N (-25.4526, 5.0022, 12.9344)  0.05
C (-25.7616, 3.6948, 13.2414)  -0.14
C (-27.0644, 3.3107, 13.5350)  -0.06
C (-27.9878, 4.3741, 13.6761)  -0.10
C (-27.7372, 5.6754, 13.3668)  -0.10
C (-26.4388, 5.9345, 12.9624)  -0.16
H (-24.9399, 3.0062, 13.3719)  0.10
H (-27.3296, 2.2752, 13.6891)  0.10
H (-29.0216, 4.2638, 13.9685)  0.10
H (-28.4690, 6.4656, 13.4463)  0.10
H (-26.1333, 6.9469, 12.7430)  0.10
N (-21.5134, -1.9412, 13.5509)  0.04
C (-20.6121, -1.4484, 12.7024)  -0.14
C (-19.8757, -0.2910, 13.0642)  -0.05
C (-20.0191, 0.2163, 14.3682)  -0.09
C (-20.8590, -0.4070, 15.2543)  -0.10
C (-21.5897, -1.5058, 14.8301)  -0.14
H (-20.5612, -2.0112, 11.7820)  0.10
H (-19.4430, 0.2343, 12.2256)  0.10
H (-19.5346, 1.1562, 14.5880)  0.10
H (-21.1261, 0.0769, 16.1822)  0.09
H (-22.3040, -1.9755, 15.4901)  0.10
N (-13.2104, 8.9949, 26.8759)  0.07
C (-14.0718, 8.1253, 27.5431)  -0.14
C (-15.2023, 7.6791, 26.9999)  -0.11
C (-15.4081, 8.0066, 25.6759)  -0.09
C (-14.5279, 8.7627, 24.9108)  -0.08
C (-13.4627, 9.3296, 25.5765)  -0.14
H (-13.7572, 7.7883, 28.5197)  0.10
H (-15.8775, 7.0190, 27.5242)  0.11
H (-16.3398, 7.6501, 25.2621)  0.09
H (-14.7031, 9.0914, 23.8971)  0.10
H (-12.9012, 10.0246, 24.9699)  0.10
N (-16.1347, 14.8346, 23.8270)  0.04
C (-16.6643, 13.9833, 22.9291)  -0.15
C (-18.0434, 13.6017, 22.9196)  -0.07
C (-18.8876, 14.2372, 23.8649)  -0.07
C (-18.3130, 15.1866, 24.7883)  -0.07
C (-16.9446, 15.4486, 24.7616)  -0.13
H (-16.0281, 13.5820, 22.1542)  0.09
H (-18.4300, 12.9083, 22.1875)  0.08
H (-19.9301, 13.9553, 23.8773)  0.09
H (-18.9069, 15.6700, 25.5499)  0.09
H (-16.4125, 16.0985, 25.4404)  0.10
N (-22.0210, 9.9058, 26.2201)  0.02
C (-22.5807, 11.0255, 26.7910)  -0.13
C (-21.8979, 11.9170, 27.6416)  -0.07
C (-20.5507, 11.7178, 27.8973)  -0.05
C (-19.8845, 10.5743, 27.2742)  -0.03
C (-20.7041, 9.7080, 26.5352)  -0.16
H (-23.6123, 11.1637, 26.5028)  0.09
H (-22.2822, 12.7865, 28.1540)  0.10
H (-19.9493, 12.4808, 28.3690)  0.10
H (-18.8056, 10.5626, 27.2261)  0.10
H (-20.2991, 8.9016, 25.9419)  0.09
N (-18.8557, 4.7996, 10.9510)  0.03
C (-18.9909, 5.2992, 9.6293)  -0.10
C (-19.9788, 6.3015, 9.2864)  -0.07
C (-20.7476, 6.8687, 10.3133)  -0.09
C (-20.5080, 6.4586, 11.6200)  -0.09
C (-19.6024, 5.4217, 11.9390)  -0.14
H (-18.6814, 4.6539, 8.8204)  0.09
H (-20.0611, 6.6699, 8.2745)  0.09
H (-21.3468, 7.7559, 10.1716)  0.10
H (-21.1200, 6.9011, 12.3921)  0.09
H (-19.3131, 5.0650, 12.9164)  0.09
C (-13.5317, 6.4411, 18.6882)  -1.03
Cl (-12.9925, 4.7530, 18.9167)  0.48
Cl (-12.3484, 7.4591, 17.8680)  0.51
H (-14.3760, 6.3455, 18.0054)  0.01
H (-13.7596, 6.8629, 19.6671)  0.02
C (-18.0513, 2.6054, 18.8976)  -1.08
Cl (-17.2490, 3.3580, 17.5525)  0.53
Cl (-17.0495, 2.1291, 20.2728)  0.52
H (-18.7746, 3.3486, 19.2333)  0.01
H (-18.6072, 1.7447, 18.5257)  0.03

As for the strongest force on any atom: 4.71 eV Å⁻¹. As for the HOMO energy (alpha / beta): -10.60 / -10.60 eV. The charge is +1. Its spin multiplicity is 3. The LUMO energy (alpha / beta) comes out at -4.5 / -5.2 eV.

2.
This record from the Open Molecules 2025 dataset describes an isolated molecule of C3H7N3O in a non-equilibrium geometry. The level of theory is the ωB97M-V functional and the def2-TZVPD basis.

Each line ends with the Löwdin charge.
CARTESIAN COORDINATES (ANGSTROEM)
C (-2.8806, -0.4824, 0.5165)  -0.20
C (0.0653, 0.8800, -0.1723)  -0.18
C (2.3554, -0.0769, 0.2361)  -0.32
H (-2.7386, -1.6133, 0.3889)  0.08
H (-2.1684, -0.2287, 1.5178)  0.12
H (-3.9125, 0.0952, 0.7166)  0.11
H (-2.4067, -0.1081, -1.4195)  0.11
H (-0.2442, 1.9624, -0.4031)  0.14
H (1.8065, 1.8863, 0.2464)  0.17
H (3.3304, 0.3065, 0.5580)  0.12
N (-2.1031, 0.1501, -0.4592)  -0.23
N (-0.6691, -0.1752, -0.2950)  0.04
N (1.4179, 0.8785, 0.2512)  0.03
O (2.3216, -1.2749, -0.1958)  -0.01

As for the strongest force on any atom: 5.77 eV Å⁻¹. As for the HOMO energy: -8.60 eV. Its SMILES is CN/N=C/NC=O. The LUMO energy comes out at 0.4 eV.

3.
This record from the Open Molecules 2025 dataset describes a cluster of 2 separate species, C4H9NO3 in total in a non-equilibrium geometry. The level of theory is the ωB97M-V functional and the def2-TZVPD basis.

Each line ends with the Löwdin charge.
CARTESIAN COORDINATES (ANGSTROEM)
C (-0.5978, 0.7602, -1.9446)  -0.33
N (-0.0686, 0.1058, -0.8148)  0.04
C (-2.1506, -0.1273, 0.4287)  -0.07
C (-0.6697, 0.3414, 0.4919)  -0.31
C (-0.0765, -0.5877, 1.6462)  -0.22
O (0.6337, -0.0429, 2.4365)  0.07
O (0.0795, 1.1021, -2.8746)  0.04
H (-1.6921, 0.8407, -1.9557)  0.13
H (0.9296, 0.2077, -0.8938)  0.11
H (-2.3887, -0.9258, 1.1662)  0.07
H (-2.3276, -0.7612, -0.4498)  0.08
H (-2.7311, 0.7833, 0.5803)  0.08
H (-0.5975, 1.3662, 0.8056)  0.13
H (-0.6179, -1.5564, 1.6477)  0.12
H (3.2362, -1.5154, 0.7904)  0.06
H (2.3754, -1.1491, -0.4560)  0.03
O (2.4375, -1.0616, 0.4905)  -0.04

As for the strongest force on any atom: 3.37 eV Å⁻¹. As for the HOMO energy: -9.58 eV. Its SMILES is C[C@@H](C=O)NC=O.O. The LUMO energy comes out at 0.6 eV.

4.
This record from the Open Molecules 2025 dataset describes a structure of composition C3H12N2O in a non-equilibrium geometry. The level of theory is the ωB97M-V functional and the def2-TZVPD basis.

Each line ends with the Löwdin charge.
CARTESIAN COORDINATES (ANGSTROEM)
C (0.2587, 1.0684, 0.4022)  -0.29
C (-0.1717, 1.5457, -0.9871)  -0.28
N (-1.1787, 0.6435, -1.5230)  -0.01
O (-0.8161, 1.1040, 1.3093)  -0.08
H (-1.0065, 2.0178, 1.5506)  0.09
H (-1.5725, 1.0087, -2.3827)  0.07
H (-1.9279, 0.5496, -0.8469)  0.07
H (0.5423, -0.0184, 0.3030)  0.07
H (1.0981, 1.6842, 0.7516)  0.12
H (-0.5229, 2.5917, -0.9056)  0.11
H (0.6947, 1.5322, -1.6540)  0.11
C (0.5176, -2.0797, -0.5234)  -0.16
N (0.5240, -2.6440, 0.6093)  -0.02
H (1.3756, -1.5208, 2.2127)  0.00
H (-0.3778, -2.6627, 1.0795)  0.04
H (1.4346, -2.1288, -1.1033)  0.07
H (-0.3637, -1.7285, -1.0637)  0.05
H (1.4922, -0.9630, 2.7714)  0.04

As for the strongest force on any atom: 1.76 eV Å⁻¹. As for the HOMO energy: -9.37 eV. The LUMO energy comes out at 0.9 eV.

- Which of these has the highest strongest force on any atom?
  C3H7N3O